The following is a quantum chemistry calculation of 12 unconnected molecules or ions with the total composition C63H160N12O17, from OMol25.

```
252
Properties=species:S:1:pos:R:3:forces:R:3:lowdin_charge:R:1
C 5.4835 1.5757 2.4811 0.112 -0.263 0.730 -0.0231
C 5.6297 0.1267 3.0290 0.108 0.088 -1.602 -0.5125
C 6.9951 -0.1360 3.6902 -0.323 1.466 0.760 -0.0224
C 4.5356 -0.1065 4.0297 -0.635 -0.721 2.657 -0.1349
C 4.1148 -1.6021 4.2494 -0.294 1.059 -0.763 -0.1333
C 3.7410 -2.2087 2.9053 0.527 -1.075 0.324 -0.1401
C 4.9138 -2.1068 1.8974 -0.964 0.377 -0.307 -0.4767
C 5.9922 -3.1555 2.1982 0.927 0.899 0.925 -0.0397
C 4.3355 -2.5273 0.5418 1.351 -0.147 -0.503 -0.0484
N 5.3620 -0.7013 1.8346 -0.810 -0.604 -0.485 -0.0940
O 6.3673 -0.5502 0.8449 -0.102 -0.098 0.599 -0.0145
H 6.2816 1.8895 1.8106 0.053 -0.191 0.020 0.0795
H 4.5313 1.6141 1.9545 0.060 0.083 -0.058 0.0848
H 5.4412 2.2672 3.3257 0.074 0.106 -0.007 0.0803
H 6.9674 -0.8817 4.4846 0.126 -0.594 -0.555 0.0787
H 7.8501 -0.1654 3.0160 -0.083 -0.485 -0.056 0.0796
H 7.1647 0.7710 4.2801 0.201 0.127 -0.035 0.0840
H 4.8735 0.2725 5.0033 0.789 -0.334 0.101 0.1178
H 3.6752 0.5681 4.0549 -0.408 -0.315 -1.498 0.1112
H 4.9058 -2.2192 4.6781 0.267 0.264 0.023 0.1070
H 3.2852 -1.6571 4.9537 -0.030 0.110 -0.026 0.0815
H 2.7711 -1.9414 2.4839 0.259 1.073 -0.006 0.0904
H 3.5638 -3.2817 3.0409 0.253 -0.184 0.128 0.1170
H 6.6088 -2.8959 3.0661 -0.623 -0.089 0.636 0.0751
H 6.8207 -3.2056 1.4886 -0.624 -0.197 -0.784 0.0764
H 5.5204 -4.1226 2.3536 0.159 -0.030 -0.133 0.0906
H 5.1914 -2.6569 -0.1247 -0.086 -0.085 -0.208 0.0766
H 3.6748 -1.8355 0.0222 -0.285 0.085 0.567 0.0706
H 3.9028 -3.5184 0.6753 -0.215 0.067 -0.155 0.0821
H 7.1365 -1.0048 1.2173 0.279 0.007 -0.236 0.0810
C -0.2659 0.2122 7.7694 -0.562 0.632 0.718 -0.1343
O 0.3344 -1.0203 7.4506 -0.081 0.927 -1.136 -0.1837
C 0.7267 -0.9927 6.0483 0.637 -2.178 1.007 -0.1980
C -0.4556 -1.1130 5.0540 1.299 -0.558 1.139 -0.4092
C -1.1901 -2.4526 5.3856 0.430 1.445 0.599 -0.0387
N 0.0205 -1.0706 3.6535 -1.201 0.070 0.526 0.0616
H -0.4781 0.3216 8.8355 0.513 -0.490 0.176 0.0853
H -1.2731 0.3274 7.3548 0.105 -0.005 -0.533 0.0812
H 0.3693 1.0538 7.4849 -0.112 0.083 -0.182 0.0666
H 1.5387 -0.2913 5.8404 -0.718 0.990 -0.058 0.1128
H 1.3186 -1.9152 6.0496 -0.243 -0.377 -0.598 0.1085
H -1.0420 -0.2134 5.2439 -0.477 -0.187 -0.367 0.1092
H -1.5056 -2.4384 6.4300 -0.053 -0.005 0.011 0.0742
H -0.4087 -3.2101 5.3198 -0.376 -0.391 -0.361 0.0810
H -2.0771 -2.6144 4.7751 0.229 -0.206 -0.255 0.0649
H -0.9005 -1.1583 3.2258 0.271 0.352 -1.101 0.0511
H 0.4389 -1.9600 3.3939 0.280 -0.127 0.302 0.0589
C -5.5367 -4.1574 2.8099 -0.517 -0.125 -0.356 -0.0802
O -5.8049 -5.1309 1.8204 0.249 -1.017 1.015 -0.2232
C -6.7950 -4.9388 0.8824 -0.349 -0.206 -1.397 -0.2221
C -6.8240 -6.1393 -0.0806 -0.254 -1.146 -0.155 -0.4168
C -6.8622 -7.5445 0.6002 0.074 1.006 -0.236 -0.0482
N -5.8629 -6.1554 -1.1540 0.424 0.157 -0.663 0.0536
H -5.0202 -3.3390 2.3028 0.336 0.218 0.583 0.0772
H -4.9773 -4.6988 3.5704 0.483 0.429 -0.112 0.0914
H -6.4214 -3.7688 3.3214 -0.284 -0.045 -0.288 0.0907
H -7.8293 -4.8469 1.2323 0.154 0.184 0.778 0.1266
H -6.5646 -4.0427 0.2901 -0.174 0.177 -0.103 0.1218
H -7.7710 -6.0981 -0.6273 -0.290 0.371 0.316 0.1278
H -5.9347 -7.7787 1.1222 -0.005 0.113 0.088 0.0569
H -7.0127 -8.2893 -0.1802 -0.047 0.009 0.016 0.0743
H -7.6950 -7.5846 1.3021 0.073 -0.087 0.088 0.0757
H -4.9231 -6.5013 -1.0257 0.008 0.099 0.527 0.0433
H -5.8427 -5.2889 -1.6724 0.078 -0.024 -0.005 0.0629
C 0.9843 1.7525 -4.2970 -2.855 -0.396 0.474 -0.1092
O 0.8230 2.6950 -5.3124 0.300 0.824 -1.915 -0.1805
C -0.0501 3.7760 -5.0296 0.364 0.792 1.826 -0.2040
C -0.5288 4.7055 -6.1772 1.753 0.476 0.286 -0.3926
C 0.6895 5.2156 -7.0205 -1.222 -2.169 1.019 -0.0506
N -1.2389 5.9059 -5.6358 -0.271 -0.646 -0.717 0.0252
H 1.2024 0.7823 -4.7404 0.824 0.215 0.060 0.0847
H -0.0557 1.6168 -3.9625 -0.008 -0.423 0.576 0.0650
H 1.5090 2.0114 -3.3759 0.732 0.223 -0.474 0.0807
H -0.9309 3.4868 -4.4433 -0.285 -0.633 -0.366 0.1072
H 0.4962 4.3350 -4.2573 0.005 0.832 -0.194 0.1093
H -1.2067 4.0972 -6.7756 -0.205 0.335 -0.190 0.1338
H 1.0411 4.2703 -7.4388 0.651 0.459 -0.560 0.0744
H 1.4072 5.5635 -6.2788 0.220 0.413 -0.382 0.0726
H 0.3594 5.9356 -7.7642 0.314 0.041 -0.026 0.0724
H -1.6097 6.2883 -6.5029 -0.768 0.031 0.175 0.0624
H -0.5675 6.6472 -5.4542 0.463 -0.358 0.552 0.0625
C -0.6447 2.1007 2.1236 -0.305 -0.591 -1.746 -0.1360
O -0.6200 3.1338 3.0429 -0.187 0.547 0.529 -0.1555
C 0.0455 2.7801 4.2156 1.649 0.724 0.997 -0.2051
C 0.1507 3.9543 5.2202 1.137 0.450 1.277 -0.3800
C 0.9120 5.2105 4.7520 -1.765 0.663 -2.854 -0.0690
N 0.9311 3.5472 6.4116 -0.101 -1.632 -0.007 0.0116
H 0.3278 1.8375 1.6930 0.378 -0.087 0.598 0.0941
H -1.1816 2.4274 1.2282 -0.304 0.325 0.218 0.0660
H -1.1483 1.1883 2.4526 0.142 -0.004 0.363 0.0748
H -0.3376 1.8759 4.6957 -0.465 0.128 0.074 0.1098
H 1.1023 2.5467 4.0233 0.120 -0.246 -0.481 0.1242
H -0.8414 4.1430 5.6345 -0.112 0.570 -0.433 0.1353
H 1.7867 5.0880 4.1075 0.350 -0.922 0.520 0.0818
H 1.1609 5.9966 5.4617 -0.311 -0.398 0.501 0.0707
H 0.2742 5.6713 3.9834 -0.188 0.484 0.196 0.0525
H 1.8692 3.3341 6.0895 0.134 -0.088 0.124 0.0674
H 1.0384 4.3359 7.0325 -0.155 0.092 0.020 0.0642
C -3.0721 -8.4601 -0.6806 0.369 0.492 -1.405 -0.1099
O -2.6382 -7.1021 -0.5985 -0.357 -0.021 1.297 -0.2003
C -2.6254 -6.6551 0.7596 0.352 0.930 -0.066 -0.1804
C -2.2000 -5.1422 0.8319 0.599 -2.073 0.722 -0.4207
C -1.8951 -4.7137 2.2540 0.049 -1.516 1.965 -0.0689
N -3.1971 -4.2675 0.3691 -1.314 1.450 -1.523 0.0727
H -2.4512 -9.1398 -0.0951 0.280 0.029 -0.180 0.0885
H -2.9848 -8.5661 -1.7633 0.139 -1.019 0.118 0.0956
H -4.1134 -8.6999 -0.4477 -0.189 0.690 0.402 0.0723
H -3.6337 -6.8257 1.1464 0.014 0.218 0.482 0.1103
H -1.8797 -7.1981 1.3493 -0.087 -0.423 -0.027 0.1244
H -1.2675 -5.1553 0.2644 -0.218 0.712 -0.415 0.1230
H -2.5185 -5.2442 2.9876 -0.923 0.140 -0.339 0.0719
H -2.0335 -3.6637 2.4997 0.332 0.101 -0.527 0.0590
H -0.9835 -5.1225 2.7025 0.715 0.550 -0.728 0.0788
H -3.3598 -4.3211 -0.6305 0.263 -0.146 -0.086 0.0927
H -4.0916 -4.5233 0.7780 0.085 -0.050 0.133 0.0468
C -7.1991 0.5288 -2.0484 0.490 -0.211 -0.829 -0.0950
O -8.5136 1.0101 -2.1718 0.004 -0.083 0.540 -0.1875
C -8.7573 2.2941 -2.7317 -0.008 -0.709 -0.065 -0.2071
C -10.1495 2.6386 -2.2885 -1.005 0.642 1.416 -0.4578
C -11.1897 1.5869 -2.6736 0.425 0.380 -0.701 -0.0583
N -10.6576 3.9666 -2.7140 0.149 -1.104 -0.851 0.0378
H -7.0198 -0.3342 -2.6971 -0.322 0.029 -0.309 0.0669
H -6.9784 0.1253 -1.0587 -0.197 0.552 0.310 0.0847
H -6.4612 1.2667 -2.3707 0.106 0.144 0.369 0.0838
H -8.1039 3.0810 -2.3449 0.447 -0.191 -0.075 0.1254
H -8.6893 2.2160 -3.8214 0.107 0.268 -0.155 0.1306
H -10.0983 2.6979 -1.1974 0.030 -0.232 0.097 0.1344
H -11.0338 0.6409 -2.1628 -0.103 0.074 0.020 0.0760
H -11.0714 1.4283 -3.7507 -0.021 -0.305 -0.082 0.0806
H -12.2037 1.9695 -2.5611 0.040 -0.049 0.432 0.0787
H -11.0311 3.7194 -3.6269 -0.261 0.792 -0.235 0.0595
H -9.9083 4.6252 -2.8969 0.144 0.006 0.135 0.0624
C -0.9953 9.7316 5.6815 -0.527 -1.017 0.872 -0.1181
O -2.1097 10.1612 4.9322 1.005 0.646 0.420 -0.1804
C -2.6383 9.1836 4.0876 -0.469 -0.848 0.947 -0.2553
C -1.8545 9.0718 2.8133 -1.103 0.666 -1.750 -0.2070
N -2.5620 8.2839 1.7853 0.201 -0.723 -0.366 -0.0625
C -2.4085 6.8125 1.9074 -0.155 1.555 0.825 -0.1911
C -2.7482 6.0427 0.6352 0.438 -0.289 0.355 -0.2139
O -1.9591 6.4631 -0.4578 1.218 1.118 0.561 -0.2296
C -1.9211 5.6303 -1.6216 -1.927 1.118 1.590 -0.0801
H -0.0915 9.4285 5.1480 0.037 0.671 -0.469 0.0800
H -1.2703 8.8028 6.1985 -0.142 -0.100 0.162 0.0805
H -0.8010 10.4425 6.4820 0.195 0.290 -0.363 0.0880
H -3.6949 9.4486 4.0252 0.088 0.011 -0.911 0.1321
H -2.6422 8.2145 4.6059 0.086 -0.127 0.124 0.1137
H -0.8162 8.7840 3.0004 0.055 -0.304 0.033 0.1125
H -1.8513 10.0776 2.3874 0.335 0.121 0.126 0.1247
H -2.2440 8.5068 0.8506 0.199 0.414 0.136 0.0929
H -3.0928 6.5745 2.7251 -0.124 -0.776 -0.238 0.1145
H -1.4084 6.6438 2.3207 0.246 -0.652 -0.467 0.1014
H -3.8096 6.1637 0.4007 -0.129 -0.009 -0.043 0.1249
H -2.5436 4.9925 0.8650 -0.144 -0.206 -0.073 0.1148
H -1.2388 4.7966 -1.4581 -0.025 -0.082 -0.443 0.0833
H -1.7436 6.3040 -2.4569 0.557 -0.414 -0.128 0.0837
H -2.9876 5.3831 -1.6545 0.178 -1.117 -0.943 0.0819
C 4.1807 0.1873 -2.1163 -0.038 1.029 1.413 -0.0815
O 3.8579 1.5534 -2.3775 0.180 0.419 -0.113 -0.2103
C 4.6942 2.1818 -3.3340 -0.011 0.870 -1.438 -0.2167
C 4.1372 3.5752 -3.7397 -0.319 0.035 1.403 -0.1734
N 4.5086 4.7383 -2.8371 -1.020 -1.654 0.049 -0.0450
C 3.4397 5.7282 -2.9710 0.492 1.174 -0.616 -0.2310
C 3.5105 6.8947 -1.9474 1.188 -1.615 -1.724 -0.2345
O 2.8954 6.4836 -0.7830 -0.319 0.002 0.306 -0.1853
C 1.5767 6.9414 -0.6493 0.174 0.259 1.530 -0.1058
H 5.1473 0.1769 -1.6072 0.427 -0.509 -0.632 0.0866
H 4.0425 -0.4881 -2.9605 0.291 0.121 -0.185 0.0917
H 3.5235 -0.1003 -1.2941 -0.371 -0.105 -0.288 0.0642
H 4.6471 1.5789 -4.2461 0.218 -0.089 -0.139 0.1170
H 5.7503 2.3255 -3.0882 0.045 -0.495 0.668 0.1225
H 3.0656 3.3823 -3.6392 -0.237 0.410 -0.410 0.0746
H 4.3544 3.9009 -4.7552 0.163 -0.476 -0.119 0.1181
H 4.3859 4.3261 -1.9149 0.277 0.209 0.317 0.1026
H 2.4275 5.3092 -2.9462 -0.095 -0.201 0.177 0.0995
H 3.5617 6.1415 -3.9775 -0.094 0.116 -0.092 0.1122
H 3.1053 7.7814 -2.4411 -0.247 0.216 0.483 0.1186
H 4.5730 7.0348 -1.7333 -0.029 0.318 0.012 0.1230
H 0.8364 6.6771 -1.4074 0.328 -0.236 -0.292 0.0757
H 1.6225 8.0274 -0.5225 -0.391 0.110 -0.149 0.0920
H 1.2999 6.5046 0.3113 -0.621 0.154 -0.119 0.0911
C 4.7894 -4.2449 -2.7748 0.791 -0.664 0.913 -0.0819
O 6.0323 -4.4754 -2.0912 -0.697 -0.319 -0.924 -0.2293
C 6.7898 -5.5339 -2.6912 0.518 1.380 0.739 -0.2099
C 8.1438 -5.4675 -2.0117 2.492 -0.846 -0.080 -0.2011
N 8.3360 -6.1970 -0.7377 -1.753 -0.364 0.658 -0.0380
C 7.2792 -5.8423 0.2357 -0.501 0.671 0.176 -0.2090
C 7.8754 -5.6674 1.6414 -0.517 -1.185 -1.029 -0.2305
O 8.9856 -4.8202 1.4864 0.514 0.065 0.254 -0.2016
C 9.5973 -4.3107 2.6474 0.160 0.066 0.396 -0.0938
H 4.9563 -3.6382 -3.6650 -0.235 0.000 -0.062 0.0881
H 4.1311 -3.7711 -2.0491 -0.060 0.266 -0.263 0.0678
H 4.3790 -5.2317 -3.0034 -0.343 0.138 -0.379 0.0862
H 6.9657 -5.3807 -3.7607 -0.137 0.478 -0.094 0.1178
H 6.2786 -6.4996 -2.6576 0.031 -0.121 0.597 0.1271
H 8.6269 -4.4890 -1.9218 -1.278 0.793 0.094 0.1228
H 8.8657 -5.8234 -2.7578 -0.075 -0.963 0.161 0.1056
H 9.1061 -5.9038 -0.1521 0.993 0.258 -1.353 0.0808
H 6.4541 -6.5583 0.2849 0.133 -0.262 -0.022 0.1194
H 6.8061 -4.8970 -0.0338 0.051 0.107 -0.055 0.0866
H 8.1383 -6.6877 1.9424 0.528 0.133 0.529 0.1268
H 7.1027 -5.2941 2.3094 0.255 0.122 0.179 0.0877
H 9.9208 -5.0290 3.4074 -0.544 -0.580 -0.145 0.0892
H 8.9196 -3.5973 3.1214 0.170 0.183 0.141 0.0748
H 10.5505 -3.8518 2.3845 -0.306 0.386 -0.410 0.0897
C -3.2659 2.1681 -2.0927 -0.203 0.830 -0.982 -0.1287
O -3.5250 0.8445 -1.7218 0.441 0.058 0.958 -0.2128
C -3.7437 0.6912 -0.3195 -0.049 -0.095 0.567 -0.1973
C -3.5151 -0.7535 0.1585 0.287 0.313 -2.210 -0.1684
N -2.1140 -1.1311 0.4479 -1.627 -0.354 2.473 -0.0550
C -1.1214 -0.8376 -0.5193 0.921 0.040 -0.140 -0.2051
C 0.2638 -1.4045 -0.1282 -1.156 0.790 0.041 -0.2119
O 0.0994 -2.7933 -0.0228 -0.181 -0.627 -0.576 -0.1923
C 1.2526 -3.5722 0.2609 0.023 1.930 0.214 -0.0734
H -4.0785 2.8919 -1.9555 -0.594 -0.438 0.227 0.0841
H -3.0967 2.1413 -3.1702 0.195 0.081 -0.003 0.0827
H -2.4350 2.7014 -1.6211 0.459 -0.741 0.285 0.0688
H -4.7472 1.0674 -0.0997 -0.275 -0.377 0.051 0.1120
H -3.1070 1.3450 0.2860 0.427 0.103 -0.276 0.1042
H -3.7594 -1.4368 -0.6654 -0.693 0.320 -0.354 0.0945
H -4.2505 -1.0132 0.9192 0.590 0.108 0.606 0.1098
H -2.2667 -2.1336 0.4834 0.797 -0.399 0.350 0.0574
H -0.9695 0.2451 -0.5154 -0.191 0.083 -0.707 0.1179
H -1.4170 -1.2776 -1.4800 0.270 0.505 -0.452 0.1148
H 0.5820 -0.9051 0.7948 -0.049 -0.439 0.474 0.1095
H 0.9727 -1.0174 -0.8692 0.216 -0.714 -0.429 0.1145
H 2.0251 -3.4152 -0.4952 -0.165 -0.415 -0.360 0.0673
H 0.9783 -4.6153 0.3904 -0.016 0.091 0.038 0.0899
H 1.6736 -3.0888 1.1466 0.230 -0.772 0.420 0.0580
C 2.6004 -4.3821 -5.5836 -1.184 -1.724 0.509 -0.1203
O 2.1702 -3.4290 -4.6663 1.003 0.582 0.769 -0.2007
C 0.7944 -3.1826 -4.5641 -0.523 0.044 -0.783 -0.2155
C 0.3397 -2.3102 -5.7440 0.483 1.670 0.851 -0.2074
N -1.0409 -1.8674 -5.7602 -0.398 -0.175 -0.458 -0.0508
C -1.4881 -1.1081 -4.5829 0.799 -0.417 -0.959 -0.1876
C -2.9825 -0.8724 -4.5322 0.788 0.927 0.294 -0.2362
O -3.5333 -2.0724 -4.1268 -1.744 -2.158 0.987 -0.1763
C -4.8161 -1.9933 -3.4783 -0.031 1.164 -0.603 -0.0810
H 2.3538 -4.1337 -6.6162 0.461 0.032 -0.096 0.0842
H 2.0790 -5.3136 -5.3163 -0.399 -0.149 -0.495 0.0918
H 3.6164 -4.7236 -5.3880 0.343 0.995 -0.312 0.0736
H 0.6724 -2.6506 -3.6209 -0.068 0.028 -0.038 0.1115
H 0.1533 -4.0710 -4.5188 0.346 -0.437 0.064 0.1284
H 0.7179 -2.6257 -6.7164 -0.541 -0.627 -0.016 0.1124
H 0.9260 -1.3937 -5.6056 0.070 0.164 -0.010 0.1050
H -1.6836 -2.6225 -5.9601 -0.015 -0.075 0.137 0.1062
H -0.9491 -0.1586 -4.5585 -0.104 0.023 -0.200 0.0943
H -1.1909 -1.6441 -3.6780 -0.365 0.150 0.332 0.0956
H -3.4709 -0.5249 -5.4487 0.394 0.012 -0.289 0.1339
H -3.0565 -0.0610 -3.8010 -0.618 -0.223 0.283 0.0934
H -5.3714 -2.8975 -3.2252 1.260 -0.799 0.021 0.0786
H -5.5724 -1.5567 -4.1394 0.263 0.679 -0.172 0.0799
H -4.6918 -1.3820 -2.5849 -0.280 0.095 0.028 0.0559
```
Positions in Å, forces in eV/Å.

* DFT total energy: -120597.09943 eV
* maximum force: 3.42 eV/A
* SMILES: CC1(C)CCCC(C)(C)N1O.COC[C@H](C)N.COC[C@H](C)N.COC[C@H](C)N.COC[C@H](C)N.COC[C@H](C)N.COC[C@H](C)N.COCCNCCOC.COCCNCCOC.COCCNCCOC.COCCNCCOC.COCCNCCOC
* energy above the lowest of the compared OMol25 structures with the same formula, charge and spin: 0.0000 eV
* HOMO: -8.3 eV
* HOMO-LUMO gap: 8.779 eV